Entry 1:
C4H7NOS in the gas phase, computed with the ωB97M-V functional and the def2-TZVPD basis.

```
14
Properties=species:S:1:pos:R:3:forces:R:3
C -1.288792 -1.006133 0.196630 -2.81 -1.31 0.87
C -0.386911 0.201880 0.088156 -0.90 0.87 -1.87
S -1.358544 1.757790 -0.265113 0.81 -0.29 0.20
C 0.859985 0.381175 0.969871 0.23 -1.04 -0.52
C 1.647284 0.098534 -0.398424 2.22 -0.98 3.04
O 2.811632 -0.136251 -0.611386 -0.42 0.54 -0.53
N 0.520071 -0.041689 -1.055797 -2.13 -0.18 -1.92
H -1.988549 -1.200395 -0.656028 1.04 0.85 -0.16
H -2.152850 -1.018097 0.978801 2.13 0.28 -0.49
H -0.708875 -1.946807 0.213138 -0.08 0.52 0.57
H -0.206442 2.393564 -0.635110 -0.71 -0.09 0.19
H 0.875804 -0.433112 1.704249 0.55 0.02 -0.29
H 1.097734 1.296841 1.489766 -0.41 0.42 -0.18
H 0.278454 -0.347305 -2.018747 0.48 0.38 1.08
```
Forces are in eV/Å.

The calculation puts the HOMO-LUMO gap at 9.95 eV. The energy above the lowest of the compared OMol25 structures with the same formula, charge and spin comes out at 108.3 kJ/mol. The SMILES is C[C@@]1(S)CC(=O)N1. The molecular weight comes out at 117.173 g/mol. As for the spin multiplicity: 1. The charge is 0. The HOMO energy comes out at -0.3425 Ha.



Entry 2:
4 unconnected molecules or ions with the total composition C3H14NO3S, computed with the ωB97M-V functional and the def2-TZVPD basis.

```
22
Properties=species:S:1:pos:R:3:forces:R:3
C -0.465458 -1.493226 0.789055 -0.25 0.07 0.19
C 0.229064 -0.491763 -0.133972 -0.60 -0.33 -0.02
C -0.676847 -0.146242 -1.378334 0.15 0.31 -0.37
S -1.526718 1.490572 -1.475089 0.34 0.09 0.54
N 0.642689 0.705280 0.606555 0.96 -0.16 0.15
H -1.336353 -1.003574 1.218803 -0.11 -0.23 0.35
H 0.185061 -1.928894 1.555735 0.10 0.61 0.19
H -0.816584 -2.383130 0.270888 -0.19 0.15 -0.50
H 1.127715 -1.058316 -0.426551 0.11 0.63 -0.43
H -0.086414 -0.114220 -2.301928 0.10 -0.66 0.26
H -1.467809 -0.890432 -1.459150 0.21 -0.26 -0.13
H 1.080239 1.304477 -0.089603 -0.07 0.23 0.18
H -0.158361 1.260820 0.894028 -0.31 -0.26 -0.28
H 1.634114 1.698117 -2.541305 -0.60 -0.41 0.56
H 2.449801 0.686528 -1.568851 -0.73 0.27 -0.31
O 2.485059 1.359654 -2.258592 1.24 0.12 -0.24
H -4.109432 0.104230 -0.410712 0.68 0.05 0.33
H -2.738209 0.484288 0.193859 -0.47 0.01 -0.59
O -3.491279 -0.141785 0.299032 -0.48 -0.11 0.25
H 2.135868 0.730706 2.225434 -0.05 -0.13 -0.28
H 2.175901 -0.469644 3.125875 0.56 0.63 -0.20
O 2.727955 0.296560 2.864816 -0.60 -0.61 0.33
```
Forces are in eV/Å.

The calculation puts the HOMO-LUMO gap at 7.00 eV. The energy above the lowest of the compared OMol25 structures with the same formula, charge and spin comes out at 84.6 kJ/mol. The molecular weight comes out at 144.216 g/mol. As for the spin multiplicity: 1. The charge is -1. The HOMO energy comes out at -0.1236 Ha.



Entry 3:
2 unconnected molecules or ions with the total composition C26H46Cl2F4N2O8PS, computed with the ωB97M-V functional and the def2-TZVPD basis.

```
90
Properties=species:S:1:pos:R:3:forces:R:3
C -0.073694 -4.262409 -2.096581 -0.41 -0.14 -0.23
C -1.358803 -3.418523 -2.094667 0.78 0.28 0.90
C -1.874000 -3.103333 -0.665636 -0.55 0.19 -0.50
C -2.118104 -1.588372 -0.458764 -0.17 -0.61 -0.25
C -0.831781 -0.920700 -0.000094 0.05 0.43 0.92
C -0.393640 -1.341485 1.442293 0.06 -0.41 -0.26
Cl -1.683961 -2.092530 2.407441 -0.27 0.24 0.01
C 0.389224 -0.087277 2.005001 0.06 -1.23 -1.21
C 1.800729 -0.316392 1.376784 0.35 0.57 0.12
C 2.918654 0.758553 1.420886 0.25 -0.16 0.03
C 3.616689 1.024316 0.081270 0.22 -0.08 0.12
F 4.900877 0.485909 0.115336 -0.34 0.11 0.00
S 0.560466 -0.178207 3.848553 -0.64 -0.01 1.48
O 0.261684 -1.503503 4.277747 0.59 -0.14 -0.49
O -0.139716 0.906124 4.472385 0.25 0.20 -0.32
C 2.343112 0.026806 4.455059 -0.52 0.01 -0.02
F 2.826677 1.235109 4.234990 0.22 0.18 -0.10
F 2.177427 -0.140962 5.743583 0.08 -0.05 0.42
F 3.147713 -0.903482 3.985256 0.22 -0.09 -0.18
N -0.458143 1.054889 1.433870 -0.21 0.82 0.20
C 0.154419 2.432891 1.401714 0.31 0.62 0.50
C 0.495787 3.115048 2.715277 0.51 -0.18 0.10
C 1.072237 4.528000 2.488856 -0.11 0.25 0.04
C 0.513694 5.314670 1.294647 0.08 -0.24 0.29
C 0.616818 6.828234 1.456405 -0.36 0.25 -0.13
O 1.852530 7.338751 0.957516 0.12 -0.76 0.12
C 1.793492 7.832834 -0.319298 0.08 0.21 -0.03
C 2.602422 7.073129 -1.319916 0.54 0.17 0.15
O 1.159005 8.804403 -0.581039 -0.48 0.23 -0.09
C -1.816666 1.034762 2.152977 -0.67 -0.14 0.35
C -2.537384 2.355008 2.448194 0.14 0.19 0.23
C -4.041909 2.157633 2.458103 0.22 0.11 -0.05
O -4.660363 2.202933 3.464006 -0.43 -0.19 0.62
O -4.628718 1.880514 1.263897 -0.19 0.16 -0.30
C -0.725714 0.645397 -0.034960 0.65 -0.71 -1.84
N 0.330629 0.992531 -0.983022 -0.35 0.80 0.67
P -2.362525 1.243156 -0.919847 -0.44 -0.25 0.47
O -1.958082 0.858696 -2.422121 -0.06 0.25 -0.12
Cl -2.052701 3.302023 -1.024905 0.09 0.18 -0.03
H 0.519443 -4.103990 -1.195535 0.05 0.09 0.05
H -0.322029 -5.320289 -2.159691 0.17 -0.07 0.05
H 0.539352 -4.020196 -2.961998 0.05 -0.13 -0.05
H -1.111861 -2.459955 -2.555540 -0.24 -0.02 -0.34
H -2.142793 -3.920971 -2.651969 0.00 0.16 -0.28
H -2.840020 -3.584425 -0.522161 0.08 -0.22 0.21
H -1.182870 -3.493605 0.077066 -0.06 -0.10 0.13
H -2.428538 -1.228579 -1.439361 0.09 0.20 -0.01
H -2.965195 -1.416478 0.203970 0.15 0.08 0.20
H -0.050202 -1.287190 -0.661862 0.03 0.13 -0.16
H 0.313011 -2.152219 1.306059 0.14 0.03 0.34
H 1.697363 -0.632433 0.341678 -0.29 -0.09 0.01
H 2.165744 -1.213854 1.874970 -0.03 -0.02 0.10
H 3.722423 0.385985 2.050908 0.03 0.00 0.06
H 2.622082 1.690759 1.888976 -0.12 0.02 -0.09
H 3.111169 0.545158 -0.761108 0.03 0.04 -0.07
H 3.720954 2.094247 -0.107471 0.02 -0.02 -0.07
H 1.072088 2.401665 0.827354 -0.04 -0.28 -0.10
H -0.518618 3.057045 0.830622 -0.15 -0.22 -0.04
H 1.273751 2.536249 3.205565 -0.06 0.02 0.17
H -0.315779 3.150524 3.430302 -0.22 -0.01 -0.17
H 0.849643 5.104021 3.387648 0.03 -0.06 0.09
H 2.161930 4.491713 2.443365 0.03 -0.03 -0.16
H -0.543413 5.070826 1.157888 -0.08 0.07 0.02
H 1.036928 5.014175 0.384308 -0.12 0.06 -0.17
H 0.524294 7.108595 2.503839 0.15 0.04 0.07
H -0.213730 7.306650 0.934429 0.08 0.13 -0.06
H 2.798750 7.727964 -2.162031 -0.06 -0.11 -0.16
H 2.061429 6.184810 -1.644072 -0.08 -0.01 -0.02
H 3.545534 6.757558 -0.877180 0.01 -0.08 0.01
H -1.686866 0.550105 3.110601 0.13 0.12 -0.04
H -2.479956 0.348956 1.628085 0.19 0.15 -0.46
H -2.305561 3.196590 1.798390 0.07 -0.11 -0.23
H -2.318483 2.660170 3.467958 0.19 0.07 -0.04
H -4.542653 2.639896 0.669616 0.08 -0.19 -0.12
H 0.210721 1.950872 -1.306088 0.02 0.01 -0.01
H 1.264118 0.979283 -0.598482 -0.01 -0.37 -0.08
H -1.333164 1.468249 -2.840324 0.10 -0.29 -0.16
C -0.237639 -9.045160 -4.558461 -0.07 0.03 0.06
C -1.334504 -8.560911 -5.504981 0.07 0.00 -0.05
C -1.500041 -7.112059 -5.067419 -0.02 -0.01 0.06
O -0.216510 -6.680528 -4.605811 -0.03 0.00 0.04
C 0.648958 -7.811151 -4.459996 0.03 -0.01 -0.09
H 0.299169 -9.920292 -4.919256 0.00 0.00 -0.02
H -0.663611 -9.285155 -3.581933 0.01 0.00 0.01
H -0.985213 -8.605932 -6.538202 -0.01 0.01 -0.01
H -2.259370 -9.130140 -5.433875 -0.01 -0.01 0.02
H -2.216948 -7.027714 -4.242296 -0.03 -0.02 -0.03
H -1.825292 -6.456780 -5.875880 0.03 0.03 0.00
H 1.390111 -7.790248 -5.265376 0.02 -0.03 0.01
H 1.173506 -7.736960 -3.506427 -0.01 0.04 0.01
```
Forces are in eV/Å.

The calculation puts the HOMO-LUMO gap at 8.56 eV. The molecular weight comes out at 724.599 g/mol. As for the spin multiplicity: 1. The charge is +1. The HOMO energy comes out at -0.4084 Ha.



Entry 4:
A molecular structure, C16H11Cl7N3ReS, computed with the ωB97M-V functional and the def2-TZVPD basis.

```
39
Properties=species:S:1:pos:R:3:forces:R:3
Re 0.361593 -0.068898 0.674101 0.57 -0.23 -0.09
Cl -1.865901 0.751239 -0.328681 -0.43 0.24 0.13
C -2.266259 1.678517 1.174897 0.50 -0.15 -0.06
Cl -0.733360 1.690532 2.159289 -0.57 0.24 0.01
H -3.039347 1.161645 1.730449 -0.03 -0.04 0.01
H -2.510284 2.700289 0.911666 -0.05 0.05 -0.02
Cl 1.711139 -0.976666 -2.707188 -0.13 -0.19 0.17
C 0.764385 -2.058884 -1.766615 0.08 0.22 0.00
C 0.325467 -1.675213 -0.476066 -0.15 0.10 -0.15
C -0.504971 -2.577132 0.208370 -0.08 0.35 0.57
Cl -1.037969 -1.880790 1.768396 0.07 -0.32 -0.35
C -0.905071 -3.800410 -0.222799 -0.05 -0.05 0.02
Cl -1.920106 -4.788471 0.699740 -0.03 -0.08 -0.02
C -0.408556 -4.173728 -1.501292 -0.02 -0.06 -0.01
Cl -0.832408 -5.663902 -2.111713 -0.03 -0.14 -0.07
C 0.420819 -3.301828 -2.263551 -0.01 -0.09 -0.09
Cl 0.960255 -3.804662 -3.788323 0.03 0.00 -0.07
C 4.642948 -2.447948 2.270886 -0.09 0.35 -0.38
N 4.450331 -1.436279 1.192639 0.22 -0.36 0.21
C 5.350230 -1.225100 0.158589 -0.10 -0.17 0.26
C 4.861438 -0.231006 -0.601567 -0.15 0.18 0.00
N 3.659552 0.171830 -0.015732 -0.06 0.23 -0.38
C 3.429831 -0.595605 1.064208 0.25 -0.05 0.27
S 2.033203 -0.565371 2.092650 -0.05 0.02 -0.10
C 2.929890 1.318681 -0.440286 -0.07 -0.29 0.13
C 3.656295 2.377901 -0.933118 0.08 0.11 -0.10
C 2.993520 3.480497 -1.447744 0.12 0.14 -0.04
C 1.609325 3.488459 -1.442059 -0.01 -0.01 -0.01
C 0.955436 2.413052 -0.894903 0.07 -0.23 0.08
N 1.578683 1.316795 -0.380403 0.02 0.30 0.00
H 5.450904 -2.111230 2.913858 0.04 -0.05 0.02
H 4.880802 -3.397346 1.801761 0.07 -0.03 0.03
H 3.725211 -2.540025 2.842213 -0.01 0.01 0.01
H 6.248105 -1.812820 0.056046 -0.02 0.01 0.00
H 5.238165 0.215408 -1.505633 0.00 -0.03 0.02
H 4.736360 2.345335 -0.900746 -0.02 0.04 -0.01
H 3.555158 4.321829 -1.835618 -0.01 -0.03 0.00
H 1.034939 4.314595 -1.838544 0.04 0.00 0.00
H -0.119906 2.401114 -0.862397 -0.01 0.03 -0.02
```
Forces are in eV/Å.

The calculation puts the HOMO-LUMO gap (spin up / spin down) at 5.31 / 6.18 eV. The energy above the lowest of the compared OMol25 structures with the same formula, charge and spin comes out at 14.4 kJ/mol. The molecular weight comes out at 711.730 g/mol. As for the spin multiplicity: 2. The charge is +3. The HOMO energy (spin up / spin down) comes out at -0.6521 / -0.6566 Ha.



Q: molecular weight of number 2 (C3H14NO3S)?
A: 144.216 g/mol



Q: The highest charge belongs to which entry?
A: C16H11Cl7N3ReS